{
  "formula": "C23H18N2O3",
  "method": "wB97M-V/def2-TZVPD",
  "species": ["O", "O", "O", "N", "N", "C", "C", "C", "C", "C", "C", "C", "C", "C", "C", "C", "C", "C", "C", "C", "C", "C", "C", "C", "C", "C", "C", "C", "H", "H", "H", "H", "H", "H", "H", "H", "H", "H", "H", "H", "H", "H", "H", "H", "H", "H"],
  "coordinates": [[-6.9944, -1.5328, -0.2057], [3.2319, 1.5451, 0.4558], [1.1342, 2.0271, -1.4809], [1.4402, 0.1424, 0.4061], [1.6861, -2.1841, 0.2233], [-0.4926, -1.3966, 0.3609], [-3.7715, 0.0810, -0.5633], [-5.1316, -0.1303, -0.5823], [5.7990, -1.7817, -0.1630], [-0.0080, 1.4090, 1.8999], [-0.7550, 2.5419, 2.1748], [5.2014, -3.0426, -0.1726], [-1.4645, -0.6138, -0.1260], [1.2420, 3.0698, -2.4190], [0.5262, 2.2832, -0.2953], [2.8147, 0.4128, 0.3249], [0.6204, 1.2740, 0.6764], [-0.2082, 3.4246, 0.0036], [-0.8433, 3.5454, 1.2288], [0.9385, -1.1346, 0.3277], [3.6421, -0.7690, 0.1231], [-3.4186, -2.1337, 0.2765], [3.0361, -2.0376, 0.1086], [-2.8828, -0.9104, -0.1318], [-4.7796, -2.3546, 0.2570], [5.0261, -0.6529, -0.0132], [3.8396, -3.1763, -0.0389], [-5.6499, -1.3562, -0.1711], [-3.3794, 1.0366, -0.8804], [6.8699, -1.6954, -0.2706], [5.4608, 0.3352, 0.0044], [1.7455, 3.9398, -1.9886], [-1.4110, 4.4391, 1.4404], [-1.2498, 2.6433, 3.1278], [5.8184, -3.9221, -0.2876], [-5.1775, -3.3102, 0.5737], [-7.2200, -2.4200, 0.1000], [-1.2101, 0.3390, -0.5684], [-5.8147, 0.6360, -0.9123], [0.2610, 3.3650, -2.8070], [-0.2904, 4.2244, -0.7151], [-2.7659, -2.9267, 0.6051], [1.8445, 2.6700, -3.2330], [3.3616, -4.1430, -0.0474], [-0.7149, -2.3821, 0.7428], [0.0934, 0.6218, 2.6320]],
  "lowdin_charge": [0.060, 0.104, -0.068, 0.126, 0.161, -0.001, -0.023, -0.008, -0.080, -0.001, -0.078, -0.077, -0.022, -0.069, -0.229, -0.344, -0.174, -0.009, -0.077, -0.254, -0.065, -0.020, -0.216, -0.218, -0.019, -0.011, -0.014, -0.320, 0.115, 0.101, 0.118, 0.103, 0.105, 0.102, 0.103, 0.114, 0.108, 0.111, 0.117, 0.094, 0.105, 0.108, 0.097, 0.110, 0.108, 0.129],
  "gap_ev": 7.9,
  "smiles": "COc1ccccc1-n1c(/C=C/c2ccc(O)cc2)nc2ccccc2c1=O",
  "largest_force_ev_per_a": 0.82,
  "homo_energy_ev": -7.856,
  "e_lumo_ev": 0.0,
  "relative_energy_kcal_mol": 21.6,
  "charge": 0
}


{
  "formula": "C23H18N2OPdS",
  "method": "wB97M-V/def2-TZVPD",
  "species": ["Pd", "S", "O", "N", "N", "C", "C", "C", "C", "C", "C", "C", "C", "C", "C", "C", "C", "C", "C", "C", "C", "C", "C", "C", "C", "C", "C", "C", "H", "H", "H", "H", "H", "H", "H", "H", "H", "H", "H", "H", "H", "H", "H", "H", "H", "H"],
  "coordinates": [[-0.4941, -1.0932, -0.9624], [-0.0689, 2.4994, -4.0866], [-1.3232, -1.7900, -2.6843], [-0.3869, 1.0025, -2.0188], [-0.0408, -0.7251, 0.9655], [2.3194, -1.3671, -2.1206], [-2.0170, -1.2475, 4.0210], [-1.0860, -0.8258, 1.8233], [3.7100, -1.3732, -2.0148], [-2.3849, -0.6249, 1.3207], [-3.4732, -0.7815, 2.1563], [-0.3259, 3.9919, 0.1265], [-0.1716, 4.9594, -0.8673], [1.2301, -0.9768, 1.3885], [1.5626, -1.2157, -0.9821], [3.5536, -1.0144, 0.3597], [-0.1492, 3.2618, -2.5229], [1.4848, -1.2546, 2.7332], [-0.0805, 4.6068, -2.2019], [2.1572, -1.0508, 0.2843], [0.4487, -1.3297, 3.6354], [-0.4001, 2.6516, -0.1872], [-3.2866, -1.0825, 3.5017], [4.3129, -1.1811, -0.7798], [-0.8885, -1.1344, 3.1970], [-0.2670, 0.9650, -3.3095], [-0.3145, 2.2744, -1.5284], [-1.8931, -2.7893, -1.9658], [-0.3924, 4.3062, 1.1573], [-4.1475, -1.1772, 4.1473], [2.4999, -1.4406, 3.0532], [-4.4721, -0.6637, 1.7642], [-1.6002, -3.7881, -2.3352], [0.6389, -1.5688, 4.6709], [-0.3175, 0.0531, -3.8749], [4.3126, -1.5220, -2.8982], [-0.5147, 1.8873, 0.5687], [-0.1211, 6.0013, -0.5943], [-2.9990, -2.7307, -1.9480], [1.8520, -1.4978, -3.0921], [0.0342, 5.3486, -2.9758], [4.0241, -0.8495, 1.3186], [5.3923, -1.1668, -0.7099], [-1.8853, -1.4854, 5.0675], [-1.5229, -2.7424, -0.8693], [-2.5105, -0.3209, 0.2681]],
  "lowdin_charge": [0.871, 1.060, -0.400, -0.023, 0.001, -0.104, -0.026, -0.219, -0.082, -0.027, -0.065, -0.084, -0.090, -0.190, -0.138, -0.041, -0.466, 0.011, -0.093, -0.202, 0.019, -0.009, -0.078, -0.100, -0.152, -0.437, -0.309, -0.350, 0.102, 0.104, 0.114, 0.109, 0.073, 0.118, 0.067, 0.099, 0.095, 0.101, 0.069, 0.096, 0.106, 0.103, 0.099, 0.114, 0.048, 0.108],
  "gap_ev": [5.9, 5.9],
  "largest_force_ev_per_a": 2.07,
  "homo_energy_ev": [-6.640, -6.636],
  "e_lumo_ev": [-0.7, -0.7],
  "relative_energy_kcal_mol": 24.2,
  "charge": 0
}


{
  "formula": "C23H19AuN4O3",
  "method": "wB97M-V/def2-TZVPD",
  "species": ["Au", "O", "O", "O", "N", "N", "N", "N", "C", "C", "C", "C", "C", "C", "C", "C", "C", "C", "C", "C", "C", "C", "C", "C", "C", "C", "C", "C", "C", "C", "C", "H", "H", "H", "H", "H", "H", "H", "H", "H", "H", "H", "H", "H", "H", "H", "H", "H", "H", "H"],
  "coordinates": [[-1.4203, 1.0984, -0.6396], [-1.3957, 2.5189, 0.8448], [-0.6005, -2.7377, -6.3276], [-0.1828, -1.9639, -0.2485], [-1.5689, 0.0007, -2.3518], [0.4856, 0.3148, 0.8690], [-2.8144, -3.1565, -6.1829], [0.7567, 0.9692, 1.9306], [-0.5446, -1.0179, -4.2388], [-2.8541, -1.4040, -3.7911], [-0.5684, -3.2617, -0.7386], [-1.3036, 3.8833, 2.7033], [-1.6769, -2.5686, -5.7917], [3.2211, -1.6305, -1.4585], [1.4164, -0.2975, 0.1403], [0.3844, 3.3945, 5.9926], [1.9787, -2.1861, -1.2915], [1.7831, 1.4547, 5.9548], [1.2416, 2.5279, 6.6367], [1.0270, -1.5308, -0.4937], [2.7250, 0.2378, -0.0407], [0.2000, 1.8750, 2.5621], [-2.7308, -0.5818, -2.6810], [0.5941, 2.0917, 3.9636], [-0.4998, -0.2005, -3.1306], [3.6116, -0.4140, -0.8372], [-0.8637, 4.0788, 3.9726], [-1.7389, -1.6475, -4.5810], [1.4676, 1.2465, 4.6160], [-0.8656, 2.7555, 1.9461], [0.0468, 3.1808, 4.6513], [3.9340, -2.1486, -2.0869], [-0.0296, 4.2407, 6.5245], [2.9848, 1.1630, 0.4547], [0.3288, -1.1768, -4.8563], [-2.0095, 4.5434, 2.2204], [-1.5850, -3.4099, -0.3893], [-3.8256, -1.8279, -3.9999], [2.4596, 0.7803, 6.4607], [-1.2111, 4.9419, 4.5285], [0.0846, -4.0286, -0.3239], [1.4949, 2.6958, 7.6738], [-3.5763, -0.3762, -2.0405], [1.7438, -3.1266, -1.7678], [-3.7097, -2.9814, -5.7665], [1.9102, 0.4169, 4.0787], [-2.7763, -3.7559, -6.9923], [4.6030, -0.0180, -1.0002], [-0.5374, -3.2786, -1.8284], [0.4061, 0.3168, -2.8481]],
  "lowdin_charge": [0.967, -0.105, 0.089, -0.049, -0.137, 0.107, 0.205, 0.162, 0.034, 0.027, 0.005, 0.029, -0.487, 0.019, -0.194, 0.020, 0.018, -0.019, -0.025, -0.224, 0.028, -0.081, -0.098, -0.101, -0.115, -0.024, 0.072, -0.083, 0.008, -0.248, -0.153, 0.135, 0.132, 0.130, 0.135, 0.137, 0.109, 0.122, 0.124, 0.141, 0.116, 0.127, 0.119, 0.126, 0.102, 0.122, 0.136, 0.127, 0.098, 0.117],
  "gap_ev": 5.7,
  "largest_force_ev_per_a": 3.65,
  "homo_energy_ev": -14.667,
  "e_lumo_ev": -8.9,
  "relative_energy_kcal_mol": 11.0,
  "charge": 2
}


{
  "formula": "C23H19CaClN5O2",
  "method": "wB97M-V/def2-TZVPD",
  "species": ["Ca", "Cl", "O", "O", "N", "N", "N", "N", "N", "C", "C", "C", "C", "C", "C", "C", "C", "C", "C", "C", "C", "C", "C", "C", "C", "C", "C", "C", "C", "C", "C", "C", "H", "H", "H", "H", "H", "H", "H", "H", "H", "H", "H", "H", "H", "H", "H", "H", "H", "H", "H"],
  "coordinates": [[-1.9455, -1.0151, 14.7992], [-6.6915, -4.2824, 9.9912], [-2.3866, -1.3333, 12.7552], [-2.4211, -3.2724, 14.6479], [-3.9324, -0.2349, 15.7910], [-5.1232, 1.5488, 16.4332], [-1.5270, 1.3412, 16.0776], [-0.7020, -1.1444, 16.8742], [0.1163, -0.3050, 18.7892], [-3.1056, -3.9525, 13.7426], [-3.8944, 0.9614, 16.3641], [-0.2524, 1.2170, 16.8446], [0.3236, -3.8485, 19.8597], [-2.6972, 1.5138, 17.0059], [-5.2602, -0.3446, 15.3229], [-3.3528, -1.9973, 12.1678], [-8.0384, -0.1577, 14.9963], [-7.3875, 0.8297, 15.6218], [-5.9673, -1.4763, 14.8315], [-0.4905, -2.1927, 17.8189], [0.5870, -2.5019, 20.0410], [-0.3273, -0.0759, 17.5250], [-5.9934, 0.7724, 15.7086], [-4.0465, -1.4751, 11.0655], [-5.3855, -3.4964, 10.8696], [0.0556, -1.6473, 19.0075], [-4.7408, -4.0872, 11.9423], [-7.3545, -1.3624, 14.6779], [-0.7936, -3.5890, 17.7241], [-5.0233, -2.2041, 10.4337], [-0.3870, -4.3895, 18.8379], [-3.7367, -3.3086, 12.6187], [-5.5759, -1.8177, 9.6185], [-2.5143, 1.0201, 17.9622], [-5.5382, -2.4698, 14.7447], [-3.6851, -0.5240, 10.7115], [0.6127, 0.2978, 19.3497], [-2.8088, 2.5452, 17.2023], [-5.0049, -5.0810, 12.1189], [-5.3600, 2.3668, 16.9797], [-1.3653, -3.9151, 16.8689], [-0.6631, -5.4235, 18.7767], [-7.9050, 1.7198, 15.9689], [-3.2800, -5.0303, 13.8431], [0.6804, -4.6302, 20.5680], [-0.1133, 1.9891, 17.5872], [-9.1087, -0.1127, 14.8693], [-1.5071, 2.2383, 15.5990], [1.1144, -2.0644, 20.9095], [0.6431, 1.2862, 16.1708], [-7.9431, -2.2275, 14.3428]],
  "lowdin_charge": [1.481, 0.649, -0.294, -0.221, 0.047, 0.179, -0.086, 0.058, 0.186, -0.102, -0.308, -0.128, -0.120, -0.112, -0.190, -0.361, -0.080, -0.030, 0.009, -0.177, 0.012, -0.369, -0.188, 0.000, -0.638, -0.172, -0.038, -0.050, 0.033, -0.076, -0.082, -0.147, 0.095, 0.139, 0.106, 0.119, 0.143, 0.117, 0.095, 0.179, 0.086, 0.104, 0.121, 0.134, 0.128, 0.122, 0.113, 0.123, 0.120, 0.153, 0.115],
  "gap_ev": 7.7,
  "largest_force_ev_per_a": 4.47,
  "homo_energy_ev": -10.288,
  "e_lumo_ev": -2.6,
  "relative_energy_kcal_mol": 25.3,
  "charge": 1
}


Which formula does entry 4 have?
C23H19CaClN5O2


What is the formula in the fourth record?
C23H19CaClN5O2